An isolated molecule of C17H26N4O5S, computed with ωB97M-V/def2-TZVPD.

```
53
Properties=species:S:1:pos:R:3:forces:R:3
O 0.327 -3.239 0.780 -0.03 -0.15 0.04
N -0.280 -2.200 0.946 -0.21 -0.67 -0.17
O -1.510 -2.151 0.965 -0.17 -0.12 0.05
C 0.460 -1.000 1.085 0.82 1.02 0.05
C 1.856 -1.118 1.055 -0.03 -0.15 0.04
C 2.649 -0.006 1.105 0.62 -0.25 -0.01
C 2.075 1.263 1.179 -0.17 0.01 0.01
C 0.715 1.403 1.228 0.10 0.06 -0.03
C -0.154 0.282 1.204 0.01 -0.43 0.08
N -1.479 0.419 1.327 -0.48 -0.37 0.03
C -2.231 1.644 1.243 0.01 0.49 -0.24
C -2.445 2.084 -0.213 -0.07 -0.27 0.11
H -1.501 2.406 -0.654 0.01 0.10 -0.04
H -3.129 2.932 -0.221 0.02 0.12 -0.02
C -3.005 0.927 -1.051 0.09 0.20 0.07
N -4.076 0.240 -0.352 0.00 -0.12 -0.14
C -5.347 0.938 -0.445 -0.22 -0.17 0.27
C -6.375 0.221 0.430 0.04 0.39 -0.07
O -6.539 -1.118 0.035 -0.12 -0.05 -0.09
C -5.308 -1.803 0.097 0.33 -0.14 -0.21
C -4.249 -1.139 -0.782 -0.26 -0.18 0.17
H -3.307 -1.675 -0.656 -0.01 0.00 -0.08
H -4.562 -1.198 -1.839 0.03 -0.02 0.03
H -5.505 -2.820 -0.242 0.07 0.02 0.05
H -4.945 -1.828 1.135 -0.01 -0.03 -0.05
H -7.355 0.692 0.339 0.08 0.02 0.05
H -6.045 0.263 1.480 -0.05 0.03 -0.07
H -5.225 1.964 -0.093 -0.05 0.05 -0.01
H -5.715 0.964 -1.487 0.05 0.04 0.05
H -3.328 1.310 -2.034 0.04 -0.10 0.02
H -2.206 0.203 -1.229 -0.03 0.01 -0.03
H -3.204 1.442 1.691 0.14 0.07 0.06
H -1.743 2.438 1.812 -0.08 -0.05 0.05
H -2.026 -0.432 1.221 0.30 0.26 0.09
H 0.288 2.389 1.292 -0.05 0.10 0.01
H 2.731 2.117 1.211 -0.02 0.22 0.00
S 4.430 -0.130 1.028 -0.81 0.32 -0.19
O 4.808 -1.501 1.219 -0.10 -0.19 -0.20
O 4.996 0.864 1.892 0.00 0.24 -0.11
N 4.660 0.391 -0.564 -0.30 0.03 1.07
C 4.512 -0.692 -1.519 -0.20 -0.48 -0.39
H 3.765 -1.394 -1.154 -0.07 -0.06 -0.22
H 4.167 -0.261 -2.464 -0.03 -0.05 0.09
C 5.907 -1.327 -1.670 -0.03 -0.09 -0.05
H 6.114 -1.569 -2.711 -0.01 -0.05 0.00
H 5.961 -2.239 -1.080 0.03 -0.03 -0.07
C 6.877 -0.270 -1.115 0.03 0.09 -0.05
H 7.665 -0.016 -1.823 0.07 -0.01 0.05
H 7.335 -0.626 -0.194 0.07 0.01 -0.02
C 5.983 0.940 -0.808 0.60 0.26 0.12
H 6.295 1.501 0.070 0.11 0.13 -0.17
H 5.913 1.613 -1.667 -0.03 -0.02 0.08
H 2.301 -2.100 0.999 -0.02 -0.04 -0.02
```
Forces are in eV/Å.

The electronic energy is -45080.7466 eV. As for the highest occupied orbital energy: -8.63 eV. As for the charge: 0. As for the SMILES: O=[N+]([O-])c1cc(S(=O)(=O)N2CCCC2)ccc1NCCCN1CCOCC1. The HOMO-LUMO gap comes out at 8.0 eV.